Molecular formula: C3H5CeLiO4
Method: DFT, the ωB97M-V functional and the def2-TZVPD basis

Atoms and positions in Å:
1 O 0.434 -0.103 0.294
2 C 1.804 0.157 0.295
3 C -0.414 0.869 0.270
4 O 2.527 -0.844 0.493
5 O 2.241 1.296 0.145
6 C -1.807 0.599 0.051
7 Ce 4.781 0.560 0.242
8 H -0.001 1.877 0.130
9 H -2.385 1.423 0.536
10 H -1.894 -0.222 0.843
11 H -2.039 0.873 -0.998
12 Li 2.226 -2.681 0.960
13 O -2.286 -1.920 -1.442
14 H -3.186 -1.886 -1.819

Force components x, y, z for each atom (eV/Å):
O 1.0408 -0.8812 0.6870
C -1.2208 0.8841 0.3177
C -0.9474 2.2997 -2.8119
O 1.8036 -0.7377 -0.0059
O 1.7364 0.0596 -0.2071
C 1.1522 0.4131 4.3922
Ce -1.7941 0.5758 -0.1108
H 0.1369 -0.0609 0.4932
H 0.3523 0.1532 -0.1494
H -1.4514 -0.4550 -2.4215
H -0.2372 -1.2154 -0.2823
Li -0.5306 -0.9822 0.1684
O 0.2014 0.1830 0.1054
H -0.2424 -0.2362 -0.1750

Values from the calculation:
- charge = +4
- LUMO level (spin up / spin down) (eV) = -19.8 / -20.0
- expectation value of S² = 2.093
- 2S+1 = 3
- orbital gap (spin up / spin down) (eV) = 3.85 / 1.87
- HOMO (spin up / spin down) (eV) = -23.698 / -21.849
- molecular weight (g/mol) = 252.13